[1]
A 4-piece molecular cluster, C4H15NO5 overall in a non-equilibrium geometry, computed with the ωB97M-V functional and the def2-TZVPD basis.

- HOMO level (eV) = -9.5691
- SMILES = CN(C=O)CCO.O.O.O
- gap between HOMO and LUMO (eV) = 10.07

Geometry as ORCA input:
```
! RIJCOSX wB97M-V def2-TZVPD def2/J DEFGRID3
* xyz 0 1
C 0.70 -0.29 0.56
N 0.07 0.85 0.24
C 0.76 2.09 0.76
C -1.36 1.01 -0.18
C -1.61 0.07 -1.40
O -2.48 0.68 -2.35
O 0.31 -1.36 -0.02
H 1.63 -0.53 1.04
H 1.49 1.81 1.52
H 1.29 2.80 0.16
H 0.22 2.66 1.47
H -1.58 2.04 -0.28
H -2.08 0.78 0.58
H -0.67 -0.28 -2.04
H -2.14 -0.75 -1.06
H -2.11 1.64 -2.57
H 1.26 0.29 -3.63
H 1.26 0.76 -2.26
O 1.08 1.14 -3.20
H -0.68 -2.90 1.36
H 0.50 -3.48 0.91
O 0.02 -3.49 1.68
H 1.40 -1.44 3.55
H 1.06 -2.48 2.52
O 1.65 -1.64 2.64
*
```

***

[2]
A 4-piece molecular cluster, C4H15NO5 overall in a non-equilibrium geometry, computed with the ωB97M-V functional and the def2-TZVPD basis.

- HOMO level (eV) = -10.0997
- SMILES = CNC(=O)CCO.O.O.O
- gap between HOMO and LUMO (eV) = 10.18

Geometry as ORCA input:
```
! RIJCOSX wB97M-V def2-TZVPD def2/J DEFGRID3
* xyz 0 1
C -0.62 -1.25 0.35
C -2.08 -1.54 -0.14
O -2.02 -2.47 -1.23
C -0.44 0.25 0.17
N 0.87 0.64 0.12
C 1.26 1.96 -0.40
O -1.31 1.10 0.06
H -0.45 -1.88 1.23
H -0.01 -1.74 -0.41
H -2.64 -0.69 -0.53
H -2.74 -1.90 0.65
H -1.88 -3.35 -0.87
H 1.68 0.05 0.00
H 1.81 1.84 -1.33
H 0.40 2.58 -0.62
H 1.90 2.54 0.26
H 1.58 1.92 2.35
H 1.78 0.57 1.96
O 2.32 1.35 2.15
H 2.00 -2.65 -0.04
H 2.01 -1.88 1.27
O 2.50 -1.98 0.44
H -1.20 2.05 -1.90
H -2.62 2.24 -1.37
O -2.09 2.28 -2.17
*
```

***

[3]
A 5-piece molecular cluster, C4H16ClN8O4 overall in a non-equilibrium geometry, computed with the ωB97M-V functional and the def2-TZVPD basis.

- HOMO level (eV) = -7.0734
- gap between HOMO and LUMO (eV) = 9.95

Geometry as ORCA input:
```
! RIJCOSX wB97M-V def2-TZVPD def2/J DEFGRID3
* xyz -1 1
Cl -0.06 -0.05 -0.04
C -0.42 4.02 -0.80
O -0.51 5.22 -1.06
N -1.44 3.14 -0.93
N 0.76 3.39 -0.53
H -1.40 2.20 -0.59
H -2.33 3.45 -1.26
H 1.63 3.86 -0.37
H 0.76 2.38 -0.57
C 0.10 1.35 3.86
O 0.07 1.70 5.04
N -0.38 0.17 3.39
N 0.84 2.03 2.93
H -0.15 -0.15 2.46
H -0.85 -0.45 4.02
H 0.72 1.95 1.93
H 1.13 2.96 3.18
C -2.81 -2.83 -0.53
O -3.57 -3.80 -0.66
N -1.48 -2.94 -0.23
N -3.21 -1.56 -0.78
H -0.92 -3.77 -0.19
H -0.93 -2.09 -0.18
H -2.59 -0.81 -0.52
H -4.14 -1.48 -1.14
C 2.88 -2.57 -2.40
O 3.47 -3.24 -3.25
N 3.46 -2.15 -1.25
N 1.63 -2.05 -2.59
H 4.40 -2.43 -1.04
H 3.00 -1.61 -0.54
H 1.17 -2.38 -3.42
H 1.17 -1.45 -1.94
*
```

***

[4]
C4H16CoO6V as an isolated structure in a non-equilibrium geometry, computed with the ωB97M-V functional and the def2-TZVPD basis.

- expectation value of S² = 12.011
- HOMO level (alpha / beta) (eV) = -5.7704 / -7.9272
- gap between HOMO and LUMO (alpha / beta) (eV) = 5.12 / 7.15

Geometry as ORCA input:
```
! RIJCOSX wB97M-V def2-TZVPD def2/J DEFGRID3
* xyz 0 7
Co 1.97 -1.15 2.09
V 0.04 0.42 0.98
O 1.40 -1.16 0.24
H 1.18 -1.91 -0.31
O 1.83 0.86 2.04
H 2.41 1.53 1.69
O 0.06 -1.10 2.53
H -0.47 -0.79 3.26
O -1.44 1.78 1.48
H -2.36 1.93 1.68
C -1.88 -2.88 0.00
C -1.96 -1.65 -0.89
O -1.71 -0.48 -0.12
H -1.95 -3.80 -0.58
H -2.66 -2.88 0.76
H -0.92 -2.89 0.54
H -2.97 -1.62 -1.32
H -1.26 -1.72 -1.72
H -2.43 0.17 -0.14
C 2.34 2.23 -0.90
C 1.20 1.74 -1.78
O 0.02 1.49 -0.97
H 1.95 2.83 -0.08
H 3.02 2.82 -1.51
H 2.91 1.38 -0.52
H 1.44 0.85 -2.35
H 0.94 2.54 -2.49
H -0.71 1.43 -1.58
*
```

***

[5]
C4H16F12O20S4Zn3 as an isolated structure in a non-equilibrium geometry, computed with the ωB97M-V functional and the def2-TZVPD basis.

- HOMO level (eV) = -14.2901
- gap between HOMO and LUMO (eV) = 6.43

Geometry as ORCA input:
```
! RIJCOSX wB97M-V def2-TZVPD def2/J DEFGRID3
* xyz 2 1
Zn -8.50 -2.19 4.07
Zn -9.70 -6.13 -0.86
Zn -13.06 -3.14 1.74
C -5.05 -6.44 -1.30
F -5.62 -5.76 -2.29
F -4.70 -7.63 -1.85
F -3.98 -5.80 -0.86
S -6.40 -6.62 0.08
O -6.26 -8.00 0.48
O -6.05 -5.70 1.16
O -7.75 -6.35 -0.47
C -12.52 -2.33 6.04
F -13.81 -2.64 5.91
F -12.35 -1.51 7.11
F -11.83 -3.40 6.26
S -11.89 -1.45 4.40
O -12.58 -2.15 3.30
O -12.11 -0.02 4.45
O -10.41 -1.80 4.33
C -8.81 -1.83 -0.10
F -7.51 -2.10 -0.10
F -9.01 -0.58 0.39
F -9.30 -2.03 -1.39
S -9.67 -3.15 1.04
O -9.54 -4.50 0.44
O -8.94 -3.00 2.28
O -11.14 -2.90 1.23
C -14.00 -5.21 -2.33
F -13.43 -4.10 -2.90
F -15.22 -5.01 -1.94
F -13.96 -6.32 -3.12
S -13.09 -5.47 -0.65
O -13.67 -6.65 -0.02
O -11.67 -5.65 -0.94
O -13.23 -4.27 0.20
O -12.54 -4.90 2.81
H -13.23 -5.54 2.93
H -11.83 -5.20 3.38
O -11.21 0.81 -0.56
H -10.61 1.08 0.14
H -10.88 1.26 -1.34
O -8.78 -3.96 4.96
H -9.42 -4.67 4.92
H -8.01 -4.33 5.38
O -8.31 -0.29 3.37
H -7.46 0.10 3.18
H -8.95 0.39 3.15
O -12.45 -1.42 -1.57
H -11.85 -0.73 -1.29
H -12.23 -1.58 -2.49
O -10.22 -7.27 0.84
H -11.04 -7.77 0.87
H -9.71 -7.60 1.59
O -4.64 -1.97 -1.49
H -4.93 -1.12 -1.15
H -5.00 -2.00 -2.38
O -10.22 -2.84 -4.42
H -9.58 -2.66 -3.72
H -10.78 -2.06 -4.44
*
```

***

[6]
C4H16F3N8O4Sr as an isolated structure in a non-equilibrium geometry, computed with the ωB97M-V functional and the def2-TZVPD basis.

- HOMO level (eV) = -3.6460
- gap between HOMO and LUMO (eV) = 6.21

Geometry as ORCA input:
```
! RIJCOSX wB97M-V def2-TZVPD def2/J DEFGRID3
* xyz -1 1
Sr 24.26 -8.08 -4.49
F 24.81 -8.76 -6.88
F 23.54 -10.58 -4.54
F 25.02 -5.77 -4.84
C 25.18 -9.12 -1.23
O 24.95 -8.16 -1.96
N 25.50 -9.01 0.06
N 24.96 -10.39 -1.66
H 25.46 -8.05 0.38
H 25.54 -9.79 0.68
H 24.87 -10.51 -2.67
H 25.05 -11.16 -1.02
C 27.65 -9.61 -4.01
O 26.55 -9.17 -4.32
N 28.81 -9.03 -4.42
N 27.82 -10.70 -3.22
H 29.68 -9.37 -4.07
H 28.60 -8.35 -5.14
H 26.99 -11.19 -2.93
H 28.66 -10.90 -2.72
C 21.18 -8.69 -3.04
O 22.23 -8.08 -3.08
N 19.93 -8.22 -2.71
N 21.19 -10.02 -3.33
H 19.89 -7.22 -2.60
H 19.10 -8.78 -2.71
H 20.43 -10.64 -3.13
H 22.09 -10.42 -3.65
C 21.28 -6.81 -6.35
O 22.33 -7.10 -5.81
N 21.28 -6.43 -7.65
N 20.03 -6.92 -5.82
H 22.14 -6.54 -8.15
H 20.46 -6.11 -8.12
H 19.25 -6.63 -6.39
H 19.84 -7.25 -4.90
*
```

***

[7]
C4H16FHfN8O4 as an isolated structure in a non-equilibrium geometry, computed with the ωB97M-V functional and the def2-TZVPD basis.

- HOMO level (eV) = -17.1927
- gap between HOMO and LUMO (eV) = 1.75

Geometry as ORCA input:
```
! RIJCOSX wB97M-V def2-TZVPD def2/J DEFGRID3
* xyz 3 1
Hf 29.17 -13.05 20.26
F 26.37 -13.25 22.05
C 25.94 -10.16 26.22
O 25.93 -9.39 25.29
N 25.96 -11.47 26.01
N 26.10 -9.78 27.49
H 26.33 -12.08 26.73
H 26.16 -11.81 25.08
H 26.06 -10.41 28.28
H 26.38 -8.82 27.61
C 24.95 -12.48 17.55
O 26.14 -12.48 17.84
N 24.03 -12.34 18.50
N 24.43 -12.65 16.32
H 24.37 -12.33 19.45
H 23.15 -11.87 18.35
H 25.10 -13.05 15.67
H 23.44 -12.83 16.28
C 30.86 -9.93 23.78
O 30.25 -10.93 23.37
N 30.22 -8.88 24.25
N 32.08 -9.77 23.66
H 30.71 -7.99 24.27
H 29.23 -8.97 24.12
H 32.55 -8.95 24.02
H 32.68 -10.51 23.32
C 22.60 -15.90 24.10
O 23.27 -15.90 25.17
N 21.59 -16.76 24.04
N 22.78 -15.24 22.99
H 21.27 -17.27 24.85
H 21.05 -16.78 23.19
H 22.30 -15.53 22.14
H 23.70 -14.83 23.03
*
```

***

[8]
C4H16FN8O4Ti as an isolated structure in a non-equilibrium geometry, computed with the ωB97M-V functional and the def2-TZVPD basis.

- expectation value of S² = 3.751
- HOMO level (alpha / beta) (eV) = -7.9782 / -9.1742
- gap between HOMO and LUMO (alpha / beta) (eV) = 6.96 / 7.97

Geometry as ORCA input:
```
! RIJCOSX wB97M-V def2-TZVPD def2/J DEFGRID3
* xyz 0 4
Ti 2.33 -1.68 -0.59
F 0.44 -0.75 0.47
C -1.09 1.73 -1.72
O -1.30 2.76 -2.52
N 0.04 1.39 -1.20
N -2.00 0.86 -1.35
H 0.91 1.92 -1.18
H 0.13 0.53 -0.68
H -2.92 0.88 -1.76
H -1.90 0.19 -0.60
C -0.56 0.15 3.71
O -0.64 0.63 4.86
N -1.55 -0.31 3.06
N 0.56 -0.20 3.14
H -2.44 0.02 3.41
H -1.38 -0.44 2.07
H 0.60 -0.54 2.19
H 1.44 0.05 3.57
C -2.69 -2.71 -1.27
O -3.75 -2.70 -1.81
N -2.61 -3.27 -0.11
N -1.66 -2.03 -1.62
H -1.75 -3.27 0.42
H -3.45 -3.58 0.37
H -0.94 -1.92 -0.91
H -1.59 -1.58 -2.52
C 3.37 1.36 -1.20
O 3.37 0.35 -1.89
N 4.29 2.25 -1.31
N 2.61 1.63 -0.21
H 4.02 3.20 -1.52
H 5.02 1.85 -1.89
H 2.99 2.38 0.35
H 2.10 0.87 0.22
*
```

***

[9]
C4H16KO9 as an isolated structure in a non-equilibrium geometry, computed with the ωB97M-V functional and the def2-TZVPD basis.

- HOMO level (eV) = -4.2683
- gap between HOMO and LUMO (eV) = 6.15

Geometry as ORCA input:
```
! RIJCOSX wB97M-V def2-TZVPD def2/J DEFGRID3
* xyz -1 1
K -0.22 -0.45 -0.41
C 2.91 2.34 2.85
C 1.61 1.66 2.47
O 0.72 1.57 3.29
O 1.60 1.02 1.38
H 3.27 2.78 1.92
H 3.55 1.59 3.31
H 2.73 3.12 3.58
C -2.53 -2.79 -2.13
C -1.44 -3.71 -1.59
O -1.28 -4.80 -2.18
O -0.63 -3.25 -0.73
H -1.97 -1.99 -2.62
H -3.15 -2.47 -1.30
H -3.12 -3.24 -2.94
O 1.00 2.07 -1.33
H 1.54 1.92 -0.56
H 1.58 1.92 -2.07
O 2.49 -0.87 -1.58
H 2.96 -0.14 -1.97
H 2.49 -1.56 -2.25
O -0.63 -0.94 2.42
H -0.13 -0.12 2.44
H -1.42 -0.75 2.94
O -1.32 1.86 0.87
H -0.72 1.94 1.61
H -2.19 1.84 1.26
O -2.46 0.20 -1.99
H -3.31 0.65 -2.02
H -1.95 0.62 -2.68
*
```